Record 1
Molecular formula: C21H19BN4O5
Method: DFT, wB97M-V/def2-TZVPD

XYZ file:
```
50
Properties=species:S:1:pos:R:3:forces:R:3
C -2.25713 1.39208 2.69121 0.50 -1.30 -0.50
C -0.21896 2.66674 2.67908 0.62 -0.04 -0.55
H -0.97722 2.17051 -2.15365 0.37 -0.05 -1.14
N 1.87627 1.66914 1.80033 -0.12 0.72 0.86
C -4.09290 -2.55831 2.68321 0.43 -1.18 -1.35
C -0.26269 0.44843 1.74770 2.57 -0.34 0.35
N -0.68656 -1.73359 0.41800 -0.78 -1.89 -1.05
C -1.61361 2.58942 2.89253 1.30 1.06 0.64
N 0.89919 -2.61266 -1.12023 -2.06 0.02 2.44
H 2.34319 0.98257 1.26223 -0.22 -0.85 -0.72
C 0.81028 0.31191 -4.10865 0.36 1.02 -0.31
C 4.11903 2.60074 2.06146 -0.66 -0.89 0.12
H 0.27654 -0.40916 1.28816 -0.49 1.31 0.62
H -4.20726 -1.92945 1.82244 -0.12 0.30 -0.28
C 0.86895 -1.62393 -2.07644 -1.57 1.20 -0.46
C -1.65828 -1.99188 1.26685 -0.25 2.34 1.42
H -1.60645 -5.32544 1.24637 0.45 1.37 0.14
C 4.39093 2.51933 0.78167 0.17 0.75 -0.37
C -1.59212 0.32772 2.08666 0.69 -0.52 -0.33
H -2.14388 3.48279 3.31796 0.56 -1.14 -0.40
C -0.06487 -0.53992 -2.04832 0.68 -0.35 0.90
O -0.62417 2.40738 -4.29865 2.82 -1.36 0.07
C -0.13783 -2.80762 -0.12810 2.84 -0.40 -0.97
C -2.05690 -3.26089 1.61249 -1.67 0.29 0.90
C -0.11942 0.36039 -3.08111 0.31 0.72 0.07
H -3.79474 -2.03294 3.52062 0.42 1.43 1.62
H 2.23313 -2.66424 -3.31548 0.82 -0.75 0.02
H -5.00938 -3.03972 2.87043 -1.08 -0.86 0.27
C -0.99883 1.63280 -3.14455 -1.17 -0.58 0.75
H 4.83902 2.72240 2.83142 0.60 0.42 0.43
H -2.08251 1.42821 -3.32017 0.74 -0.32 0.29
O 0.98392 1.80413 -6.16696 -0.80 1.64 0.93
H 1.34203 -3.47258 -1.34792 0.30 -0.53 -0.27
H -3.16496 1.12083 3.13212 -1.72 0.27 0.29
C 1.69225 -1.76786 -3.17766 -0.40 1.69 -1.42
C 2.74963 2.43829 2.54520 -1.76 0.29 1.71
H 3.59410 2.40583 0.06236 0.12 -0.08 -0.24
C 1.72608 -0.77585 -4.17851 -0.51 -0.04 0.10
H -0.58620 -0.27509 -1.14453 -0.32 -0.46 -0.03
H 2.42051 -0.93203 -5.02928 -0.55 0.42 0.64
H 0.61240 2.55556 -6.68396 0.38 -0.71 0.64
C -1.30291 -4.24948 1.05230 -1.34 -3.40 0.95
N -0.29331 -4.09401 0.25348 0.55 1.72 -1.65
O 2.34994 2.97374 3.57657 1.00 -0.01 -0.61
H 5.37904 2.78035 0.47238 0.48 -0.27 -0.56
B 0.50418 1.69661 -4.84999 -0.99 -1.42 -2.15
O -3.10973 -3.58342 2.45238 0.79 0.05 -0.84
O -2.25782 -0.92166 1.92834 0.79 0.55 -0.38
C 0.50652 1.56456 2.15094 -2.17 0.41 -0.70
H 0.40353 3.54927 2.86728 -0.93 -0.19 0.12
```
Forces are in eV/Å.

## Properties
net charge	0
Kohn-Sham gap	8.38	eV

Here are the natural (NBO) charges for atoms 1 to 8, given in e: number 1, C, carries -0.27; number 2, C, carries -0.26; number 3, H, carries 0.19; number 4, N, carries -0.64; number 5, C, carries -0.23; number 6, C, carries -0.34; number 7, N, carries -0.54; number 8, C, carries -0.19



Record 2
Molecular formula: C4H8NO
Method: DFT, wB97M-V/def2-TZVPD

XYZ file:
```
14
Properties=species:S:1:pos:R:3:forces:R:3
H -1.85662 -1.76834 1.31844 0.02 -0.33 -0.45
H 1.49133 -0.63700 2.15502 1.21 -0.27 0.79
H -0.91237 2.12170 -1.67451 -0.80 0.26 0.25
O 0.00029 0.89539 -0.31009 -1.42 2.63 -1.82
N 0.19445 -1.17762 0.69199 -6.81 -4.70 -3.32
C 0.60316 -0.32997 1.68780 -2.43 2.57 1.41
H 0.79640 2.29006 -1.95693 0.55 0.23 1.62
H -1.61927 -2.36419 -0.53443 0.82 0.72 0.29
H -0.18550 0.23780 2.33291 1.53 -1.10 -1.20
H 0.08777 0.94348 -2.46306 -0.48 -1.59 -0.49
H 1.87698 -0.03188 -0.18698 -1.18 -0.07 0.45
C 0.01057 1.60150 -1.63946 0.77 -0.46 0.33
C 0.82156 0.04404 0.20347 2.79 -0.49 -0.30
C -1.30874 -1.82497 0.37581 5.44 2.60 2.43
```
Forces are in eV/Å.

## Properties
net charge	+1
Kohn-Sham gap (alpha / beta)	8.91 / 7.63	eV

Here are the natural (NBO) charges for atoms 1 to 8, given in e: number 1, H, carries 0.21; number 2, H, carries 0.26; number 3, H, carries 0.22; number 4, O, carries -0.48; number 5, N, carries -0.24; number 6, C, carries -0.24; number 7, H, carries 0.22; number 8, H, carries 0.25



Record 3
Molecular formula: C2H7ClOS
Method: DFT, wB97M-V/def2-TZVPD

XYZ file:
```
12
Properties=species:S:1:pos:R:3:forces:R:3
C -1.29271 -0.98000 0.31424 -2.29 2.41 3.44
H -1.42635 -0.70396 1.46447 0.37 -1.28 -1.82
H -2.35045 1.30640 0.96586 -0.02 0.52 2.68
H -3.28550 -0.51785 -0.30602 -1.65 -0.45 0.60
H 1.56567 0.24442 0.62587 -0.32 0.12 2.56
H -1.44715 -2.04418 0.14752 -0.47 0.14 0.00
H -2.07231 -0.09026 -1.38354 -0.33 0.65 0.16
Cl 2.59913 0.39786 -0.01926 5.74 1.80 -1.50
H 0.30057 0.72091 0.07832 -1.07 -0.75 -0.49
C -2.36285 -0.01462 -0.31610 2.03 -2.78 -3.08
S 0.35856 -0.63392 -0.10202 -2.43 -0.80 -1.09
O -2.40918 1.30391 0.04730 0.44 0.43 -1.47
```
Forces are in eV/Å.

## Properties
net charge	0
Kohn-Sham gap	9.86	eV

Here are the natural (NBO) charges for atoms 1 to 8, given in e: number 1, C, carries -0.61; number 2, H, carries 0.19; number 3, H, carries 0.46; number 4, H, carries 0.16; number 5, H, carries 0.20; number 6, H, carries 0.24; number 7, H, carries 0.17; number 8, Cl, carries -0.25



Record 4
Molecular formula: C17H24N2O3
Method: DFT, wB97M-V/def2-TZVPD

XYZ file:
```
46
Properties=species:S:1:pos:R:3:forces:R:3
O -0.75410 -0.90193 -1.68450 -0.06 -0.05 -0.06
C -3.57235 -0.86987 -1.43127 -0.08 0.02 0.03
H 3.46372 0.12584 1.86007 0.03 0.05 0.01
O 0.74889 -3.27573 1.04918 0.21 -0.03 0.24
H -3.11889 -1.58829 -2.09729 0.05 -0.05 -0.05
C 3.87646 0.13718 -0.25733 0.01 0.02 0.27
H 2.48618 -2.40369 0.58804 -0.04 0.07 -0.08
H 3.47005 -0.79952 -0.66127 0.02 0.01 0.01
H -0.94657 3.18956 2.27645 -0.02 0.06 0.06
H -5.58460 -1.48381 -1.79316 -0.04 -0.06 -0.05
H 4.38541 1.61991 -3.11460 0.05 -0.06 -0.07
C -4.93554 -0.80698 -1.25906 0.07 -0.14 -0.12
H 0.52239 2.23908 1.95862 0.03 -0.01 0.03
C 3.06823 0.60781 0.96400 0.15 -0.03 -0.29
H 3.98331 -0.10313 -2.88691 0.02 0.03 -0.01
C 1.17221 -0.88684 1.43862 -0.09 -0.34 0.01
H -0.94913 -4.33924 0.93565 -0.08 0.04 0.00
N -2.45375 1.79822 0.80845 0.01 0.35 0.32
H -1.21357 -2.62123 1.31256 -0.02 -0.03 -0.03
C -2.72325 0.00306 -0.74680 -0.20 0.10 0.12
H 1.62189 -1.04940 2.42270 -0.09 -0.03 -0.01
H 1.40034 1.83338 -0.51177 0.02 -0.03 -0.07
C -0.61745 -3.32506 0.71835 -0.13 0.02 -0.07
H -0.77516 -3.10395 -0.34259 -0.02 -0.02 0.02
C -5.48220 0.13588 -0.39099 0.07 0.15 0.13
C -3.28125 0.94666 0.12678 -0.08 -0.44 -0.38
C -1.26719 -0.07425 -0.93511 0.02 0.21 0.14
H 4.92122 -0.04660 0.04203 -0.08 -0.02 -0.04
H 1.11679 -1.93432 -0.46762 0.11 0.00 0.03
H 1.23576 0.19215 -1.15044 0.01 0.18 0.04
C 1.00290 0.83840 -0.29483 -0.08 0.07 0.08
H -5.08841 1.73705 0.97316 -0.06 0.07 0.06
C 1.42644 -2.13414 0.56582 0.07 0.21 -0.03
H 0.09160 -0.79228 1.58074 0.05 -0.11 0.10
N 1.63841 0.39243 0.94276 0.03 -0.09 -0.06
C -1.09862 1.76720 0.67915 0.05 -0.14 -0.16
H -2.87167 2.46949 1.43801 0.13 -0.13 -0.11
C -4.66753 1.00517 0.29766 -0.09 0.02 0.02
C 4.46913 0.77224 -2.43752 0.05 -0.05 -0.07
C -0.49453 0.88450 -0.16097 0.13 -0.07 -0.16
H -6.55250 0.18558 -0.25617 -0.08 0.02 0.03
H 3.23940 1.68778 1.04627 0.15 -0.04 0.05
C -0.32478 2.74495 1.50223 -0.06 0.05 0.01
H 5.52919 0.53848 -2.27309 -0.02 0.01 -0.03
O 3.83883 1.14699 -1.24220 -0.13 0.12 0.17
H 0.06427 3.54125 0.86817 0.02 0.08 -0.03
```
Forces are in eV/Å.

## Properties
net charge	0
Kohn-Sham gap	8.53	eV

Here are the natural (NBO) charges for atoms 1 to 8, given in e: number 1, O, carries -0.63; number 2, C, carries -0.13; number 3, H, carries 0.20; number 4, O, carries -0.54; number 5, H, carries 0.24; number 6, C, carries -0.09; number 7, H, carries 0.17; number 8, H, carries 0.17



Record 5
Molecular formula: C3H9NOS2
Method: DFT, wB97M-V/def2-TZVPD

XYZ file:
```
16
Properties=species:S:1:pos:R:3:forces:R:3
C 2.05759 1.26049 0.93007 3.47 0.05 2.26
H -0.84279 1.52896 -2.59790 -0.09 -0.06 0.09
H -1.58493 -0.04092 0.98017 0.12 -0.44 -0.27
H 1.79298 1.82683 1.88478 0.91 -0.55 -1.15
C 0.46435 -0.75921 0.27490 -0.16 -0.40 -0.95
H 3.12663 1.47532 0.47257 -2.25 -0.16 1.22
O 1.78854 -1.09768 -0.13039 0.38 -0.35 -0.71
H -1.68325 0.16381 -2.63055 -0.99 -0.25 -0.37
S 1.98530 -0.52217 1.38053 0.82 1.65 0.61
S -0.46219 -2.21564 0.52104 -0.92 0.94 0.61
H 1.29991 1.46699 0.26018 -1.49 0.04 -1.58
H -2.31963 -1.39202 1.90793 0.22 -0.03 0.45
H -0.15492 0.09046 -2.35368 0.01 0.26 0.45
N -0.98145 0.64411 -2.11121 0.95 0.14 -0.31
H -2.61400 -1.33463 0.24279 -0.68 0.42 -0.71
C -1.87214 -1.09471 0.96877 -0.28 -1.26 0.34
```
Forces are in eV/Å.

## Properties
net charge	0
Kohn-Sham gap	8.08	eV

Here are the natural (NBO) charges for atoms 1 to 8, given in e: number 1, C, carries -0.76; number 2, H, carries 0.35; number 3, H, carries 0.25; number 4, H, carries 0.23; number 5, C, carries -0.22; number 6, H, carries 0.23; number 7, O, carries -0.68; number 8, H, carries 0.35



Record 6
Molecular formula: C7H19NO
Method: DFT, wB97M-V/def2-TZVPD

XYZ file:
```
28
Properties=species:S:1:pos:R:3:forces:R:3
H -1.78274 0.36940 -1.60343 0.15 0.16 0.13
H -1.77369 1.86068 0.23630 0.14 -0.06 -0.18
H -3.25662 -0.76367 0.86121 -0.02 0.02 -0.10
C 2.15556 -0.44535 -1.05778 -0.27 -0.30 -0.25
O -0.39751 -2.49082 1.16045 0.42 -1.49 -0.20
H -0.48508 -0.46561 0.86187 -3.46 -2.06 1.70
H 1.91533 2.10809 1.26136 -0.05 -0.15 0.01
C -2.59014 -1.61341 0.69322 -0.22 0.14 -0.09
H 1.73336 1.66574 -1.14704 -0.28 0.05 -0.04
C -0.68777 0.35110 -1.62851 0.04 -0.21 0.22
H 1.88694 -0.57464 -2.11006 -0.06 -0.03 0.13
H -0.36833 2.76044 -0.40970 -0.11 0.13 -0.04
H 1.87172 0.36624 1.63371 0.01 0.14 -0.18
C 1.56055 0.82495 -0.46830 -2.23 -0.59 0.51
H 1.82421 -1.33434 -0.50145 0.07 0.24 -0.06
C 2.18205 1.11414 0.89152 -0.25 0.12 0.29
H -0.33632 1.05801 -2.38682 -0.07 0.10 -0.14
H -3.09820 -2.51126 1.06920 0.17 0.11 0.04
N -0.13605 0.64512 -0.30423 3.84 1.46 -1.32
H -0.41561 -0.65850 -1.94476 0.12 0.09 0.04
C -1.26111 -1.39171 1.36905 2.48 2.48 -0.97
H -2.45950 -1.75342 -0.38570 -0.05 0.10 0.04
H -0.35830 2.07940 1.23304 0.10 -0.07 -0.10
H -0.19942 -2.51497 0.21051 -0.06 -0.03 0.48
H 3.25336 -0.43228 -1.02887 -0.26 0.18 0.14
H 3.27955 1.08790 0.84767 -0.27 -0.05 -0.21
C -0.67921 1.90814 0.20341 0.09 -0.32 0.12
H -1.37705 -1.24938 2.44414 0.02 -0.20 0.02
```
Forces are in eV/Å.

## Properties
net charge	0
Kohn-Sham gap	8.51	eV

Here are the natural (NBO) charges for atoms 1 to 8, given in e: number 1, H, carries 0.21; number 2, H, carries 0.21; number 3, H, carries 0.20; number 4, C, carries -0.64; number 5, O, carries -0.74; number 6, H, carries 0.26; number 7, H, carries 0.21; number 8, C, carries -0.64